C5H7ClS | wB97M-V/def2-TZVPD

Atoms and positions in Å:
H: -1.372 -1.754 -1.102
C: 2.029 0.664 1.056
C: -1.607 -1.180 -0.101
H: 2.519 0.200 1.878
H: -2.581 -1.399 0.385
H: 0.445 -0.028 -1.864
C: -0.804 -0.067 0.001
H: 1.285 1.303 1.220
H: 0.401 1.444 -0.838
C: 0.368 0.280 -0.872
C: 1.786 -0.207 -0.139
Cl: 1.877 -1.927 -0.078
H: -1.081 0.661 0.769
S: 3.148 0.808 -0.435

Forces on the atoms, in the same order (eV/Å):
H -0.63 0.52 2.33
C 3.26 -3.45 -2.14
C 1.47 1.06 -3.18
H 0.26 -0.12 0.58
H 1.16 0.33 0.00
H -0.52 -0.83 -1.61
C -2.25 -2.06 0.19
H -2.50 3.03 0.73
H 0.28 -1.94 -0.37
C 1.89 2.06 3.26
C -3.60 1.32 -0.44
Cl 0.30 -0.68 0.12
H 0.41 -0.14 -0.07
S 0.47 0.90 0.59

Properties
energy relative to the best compared isomer or geometry (same formula, charge and spin)	1.7986	eV
E_tot	-28653.79369	eV
E_LUMO	0.8	eV
charge	0
structure (SMILES)	C=CC[C@]1(Cl)CS1
Kohn-Sham gap	9.868	eV

natural (NBO) atomic charge list, values in e, 6 entries: number 1, H, carries 0.191; number 2, C, carries -0.443; number 3, C, carries -0.383; number 4, H, carries 0.230; number 5, H, carries 0.218; number 6, H, carries 0.225


C35H52N8O2 | wB97M-V/def2-TZVPD

Atoms and positions in Å:
H: -2.275 8.888 6.109
C: 2.107 -2.164 0.670
H: -1.706 2.525 3.132
H: -4.151 4.949 -1.609
H: -3.709 6.938 6.736
H: 3.808 -0.955 0.350
H: -1.705 1.052 -6.066
H: 3.247 -5.857 -3.732
N: 6.936 -3.748 -0.742
H: 1.661 -5.348 1.948
N: -2.047 -2.386 1.016
H: 6.138 -3.009 1.318
H: 9.590 -5.410 -0.537
N: 1.386 -7.358 -1.716
C: -0.994 -0.861 -5.630
C: -2.596 1.956 2.857
H: -3.162 4.026 4.648
H: -3.173 9.082 4.615
H: 2.607 -3.513 -3.659
C: 8.146 -6.920 0.043
H: 8.826 -7.757 -0.123
C: 2.217 -5.610 -3.468
N: -5.605 6.523 4.271
H: 0.130 -3.796 -3.579
N: -1.171 -1.991 -5.537
C: -5.667 6.250 -4.402
O: 5.299 -3.379 1.628
H: -4.518 1.445 3.700
C: 3.602 -2.011 0.525
H: 7.406 -5.773 1.737
C: 1.332 -1.163 0.228
C: -2.704 -1.341 0.566
H: 3.962 -2.532 -0.364
H: 7.839 -7.436 2.119
C: -4.919 7.036 5.036
H: -3.206 1.519 4.860
C: 4.378 -2.389 1.761
H: -2.687 0.625 -0.324
H: -4.735 3.432 5.186
H: -4.313 3.268 -3.468
H: -1.041 7.847 4.239
H: -0.371 -4.188 1.804
C: -0.074 -1.184 0.309
C: 1.482 -3.314 1.249
C: -0.285 1.203 -4.435
H: -0.051 2.251 -4.629
C: -2.075 -0.205 0.005
H: -1.513 0.075 -3.040
C: -1.908 7.341 4.662
C: 1.746 -6.589 -2.489
C: 8.125 -6.568 1.526
C: -4.666 5.187 -4.351
H: -4.546 4.780 -5.357
H: -5.878 5.292 -1.783
H: 0.232 -4.310 -1.887
H: -3.785 -1.345 0.651
C: 7.669 -4.630 -0.784
C: 0.116 -3.338 1.343
H: -0.925 1.608 -2.410
C: -2.832 8.344 5.344
C: -3.631 2.013 3.985
C: -1.303 1.112 -3.304
H: 8.682 -6.081 -1.879
H: 7.154 -7.252 -0.268
O: 4.159 -1.870 2.799
C: 2.144 -4.179 -2.929
C: -3.118 2.474 1.595
C: 8.599 -5.753 -0.842
H: 1.624 -5.700 -4.379
C: -4.034 3.438 4.351
H: 0.645 0.723 -4.124
C: 0.716 -3.713 -2.662
H: 0.735 -2.681 -2.311
H: 3.068 -4.745 1.049
C: -5.050 4.068 -3.376
H: -2.244 1.591 -3.585
H: -0.040 0.756 -6.533
H: 2.790 -4.188 2.681
N: -0.770 -0.100 -0.141
H: -2.418 6.820 3.850
C: -5.108 4.532 -1.926
H: -4.620 8.425 6.559
H: -1.548 6.595 5.374
H: -3.704 5.617 -4.065
H: -4.520 3.946 3.519
N: -6.455 7.084 -4.444
H: -6.014 3.645 -3.666
H: 2.736 -4.103 -2.012
N: -3.535 2.880 0.605
H: 1.791 -0.280 -0.199
C: -0.690 -2.301 0.889
C: 2.282 -4.479 1.759
C: -0.775 0.579 -5.746
C: -4.041 7.681 6.010
H: -5.335 3.697 -1.268
H: -2.275 0.924 2.698
H: 9.109 -6.238 1.865

Forces on the atoms, in the same order (eV/Å):
H -0.06 0.01 0.04
C 0.40 -0.81 0.47
H 0.00 0.06 -0.07
H 0.01 -0.02 0.03
H -0.04 -0.07 -0.04
H 0.02 0.07 0.04
H -0.05 -0.06 0.02
H -0.02 -0.08 0.03
N 0.06 0.06 0.01
H -0.07 -0.04 0.00
N -0.05 0.59 -0.25
H -0.06 -0.23 -0.29
H -0.03 0.09 0.03
N 0.00 0.03 0.06
C -0.09 -0.04 -0.07
C -0.03 -0.20 0.20
H 0.00 0.01 -0.01
H -0.06 0.01 0.03
H 0.04 -0.07 -0.04
C -0.02 -0.04 0.24
H 0.02 0.03 -0.07
C 0.18 0.19 -0.03
N 0.01 0.01 -0.05
H -0.13 0.21 0.06
N 0.06 -0.04 0.05
C 0.07 0.09 -0.03
O 0.41 -0.17 0.14
H 0.04 -0.04 -0.04
C 0.03 -0.17 -0.51
H 0.01 0.01 -0.01
C -0.41 1.11 -0.48
C 0.12 -0.36 0.28
H 0.08 -0.25 0.13
H 0.00 0.01 0.02
C -0.06 -0.11 0.09
H 0.05 -0.05 -0.05
C -0.15 -0.10 -0.83
H 0.01 0.05 -0.07
H -0.01 0.04 -0.01
H 0.02 0.02 -0.07
H 0.01 -0.02 -0.01
H -0.06 -0.04 -0.07
C 0.22 0.51 -0.15
C -0.20 -0.15 -0.06
C -0.10 0.05 0.20
H 0.02 -0.01 -0.06
C 0.50 0.15 -0.29
H -0.01 -0.01 -0.02
C -0.03 0.04 -0.02
C -0.02 -0.10 -0.08
C -0.02 0.01 -0.05
C 0.04 -0.29 -0.04
H -0.04 0.08 -0.03
H 0.02 0.03 -0.05
H 0.04 -0.06 -0.02
H -0.01 -0.09 -0.01
C 0.08 0.11 -0.07
C 0.62 -0.90 0.42
H -0.02 -0.04 0.03
C 0.19 -0.08 -0.09
C -0.09 0.19 0.13
C 0.01 0.04 -0.07
H -0.04 0.09 -0.03
H 0.01 0.02 -0.07
O -0.20 0.53 1.36
C -0.14 0.16 0.18
C 0.06 0.11 0.03
C 0.01 -0.32 -0.04
H -0.07 -0.05 0.04
C -0.01 -0.08 -0.04
H 0.02 -0.01 -0.08
C 0.20 -0.15 0.03
H -0.16 0.04 -0.12
H -0.03 -0.13 -0.01
C -0.02 0.00 0.23
H -0.01 -0.01 -0.01
H -0.03 -0.10 -0.05
H -0.03 -0.17 0.09
N -0.74 -0.54 0.32
H -0.02 -0.01 0.02
C -0.11 0.03 -0.10
H -0.07 -0.04 -0.03
H 0.00 -0.01 0.00
H -0.03 0.08 0.03
H 0.02 0.02 0.00
N -0.03 -0.01 0.02
H 0.01 0.02 -0.07
H 0.04 -0.06 -0.02
N -0.01 -0.04 0.02
H -0.09 0.10 -0.04
C -0.72 0.43 -0.21
C 0.34 0.44 -0.10
C 0.20 0.22 0.05
C 0.11 0.26 0.05
H 0.05 0.01 0.05
H 0.02 0.02 -0.10
H 0.00 0.01 0.01

Properties
energy relative to the best compared isomer or geometry (same formula, charge and spin)	0.0000	eV
E_tot	-53153.69547	eV
E_LUMO	-0.1	eV
charge	0
structure (SMILES)	Cc1cc2nccnc2cc1CC(=O)O.CCCC#N.CCCC#N.CCCC#N.CCCC#N.CCCC#N.CCCC#N
Kohn-Sham gap	8.822	eV

Mulliken atomic charge list, values in e, 6 entries: number 1, H, carries 0.306; number 2, C, carries 1.339; number 3, H, carries 0.345; number 4, H, carries 0.310; number 5, H, carries 0.274; number 6, H, carries 0.461


C4H11N3 | wB97M-V/def2-TZVPD

Atoms and positions in Å:
H: -0.088 2.690 -1.407
C: 0.201 1.858 0.473
H: -0.118 -3.145 -1.080
H: 1.558 -1.645 0.726
H: -1.718 2.314 2.147
N: -0.205 1.044 1.538
C: 0.641 -2.376 -0.961
H: 1.216 2.232 0.546
H: 1.053 -0.596 -1.880
N: 0.632 -1.933 0.436
H: 1.609 -2.843 -1.157
C: -0.521 2.099 -0.611
H: -1.520 1.708 -0.750
N: 0.405 -1.367 -1.982
C: -1.176 1.375 2.266
H: -0.536 -1.005 -1.919
H: 0.055 -1.109 0.561
H: -1.489 0.699 3.054

Forces on the atoms, in the same order (eV/Å):
H -0.09 -0.02 -0.03
C -0.11 0.11 0.01
H -0.12 -0.08 -0.10
H 0.02 -0.02 -0.01
H -0.03 0.10 -0.07
N 0.24 -0.13 -0.03
C 0.07 0.19 0.19
H 0.04 -0.08 0.09
H -0.08 0.07 0.01
N 0.23 0.02 -0.07
H -0.09 -0.03 0.01
C 0.06 0.16 -0.17
H -0.02 -0.04 0.06
N 0.15 -0.21 -0.06
C -0.09 -0.03 0.07
H -0.02 0.11 0.03
H -0.14 -0.10 0.03
H -0.04 -0.01 0.04

Properties
energy relative to the best compared isomer or geometry (same formula, charge and spin)	2.5598	eV
E_tot	-8795.05925	eV
E_LUMO	0.9	eV
charge	0
structure (SMILES)	C=CN=C.NCN
Kohn-Sham gap	9.531	eV

natural (NBO) atomic charge list, values in e, 6 entries: number 1, H, carries 0.210; number 2, C, carries -0.039; number 3, H, carries 0.169; number 4, H, carries 0.349; number 5, H, carries 0.154; number 6, N, carries -0.424


Q: Which formula does entry 1 have?
A: C5H7ClS


Q: Among the records above, which one has the highest Kohn-Sham gap?
A: C5H7ClS


Copy entry 1 word for word.
C5H7ClS | wB97M-V/def2-TZVPD

Atoms and positions in Å:
H: -1.372 -1.754 -1.102
C: 2.029 0.664 1.056
C: -1.607 -1.180 -0.101
H: 2.519 0.200 1.878
H: -2.581 -1.399 0.385
H: 0.445 -0.028 -1.864
C: -0.804 -0.067 0.001
H: 1.285 1.303 1.220
H: 0.401 1.444 -0.838
C: 0.368 0.280 -0.872
C: 1.786 -0.207 -0.139
Cl: 1.877 -1.927 -0.078
H: -1.081 0.661 0.769
S: 3.148 0.808 -0.435

Forces on the atoms, in the same order (eV/Å):
H -0.63 0.52 2.33
C 3.26 -3.45 -2.14
C 1.47 1.06 -3.18
H 0.26 -0.12 0.58
H 1.16 0.33 0.00
H -0.52 -0.83 -1.61
C -2.25 -2.06 0.19
H -2.50 3.03 0.73
H 0.28 -1.94 -0.37
C 1.89 2.06 3.26
C -3.60 1.32 -0.44
Cl 0.30 -0.68 0.12
H 0.41 -0.14 -0.07
S 0.47 0.90 0.59

Properties
energy relative to the best compared isomer or geometry (same formula, charge and spin)	1.7986	eV
E_tot	-28653.79369	eV
E_LUMO	0.8	eV
charge	0
structure (SMILES)	C=CC[C@]1(Cl)CS1
Kohn-Sham gap	9.868	eV

natural (NBO) atomic charge list, values in e, 6 entries: number 1, H, carries 0.191; number 2, C, carries -0.443; number 3, C, carries -0.383; number 4, H, carries 0.230; number 5, H, carries 0.218; number 6, H, carries 0.225


Q: Among the records above, which one has the lowest energy relative to the best compared isomer or geometry (same formula, charge and spin)?
A: C35H52N8O2